Formula: C24H19BIrN11O2
Source: the Open Molecules 2025 dataset
Level of theory: the ωB97M-V functional and the def2-TZVPD basis

Last column: Löwdin charge in e.
CARTESIAN COORDINATES (ANGSTROEM)
1 Ir 0.3219 0.5816 0.0024  1.629
2 C 4.1343 -1.0948 -0.8626  0.026
3 C 3.2154 -0.0584 -0.9552  -0.089
4 N 2.1160 -0.3660 -0.2593  -0.139
5 N 2.3074 -1.5840 0.3039  0.037
6 C 3.5187 -2.0412 -0.0705  0.015
7 B 1.2194 -2.1598 1.2503  -0.598
8 N 0.9406 -1.1058 2.3535  0.035
9 C 0.9953 -1.1575 3.6999  0.007
10 C 0.7474 0.0983 4.2107  0.023
11 C 0.5259 0.8969 3.0960  -0.093
12 N 0.6319 0.1623 1.9856  -0.140
13 N -0.0857 -2.3794 0.4337  0.074
14 C -0.8917 -3.4138 0.1502  0.053
15 C -1.9428 -2.9727 -0.6487  0.048
16 C -1.7189 -1.6267 -0.8245  -0.053
17 N -0.5971 -1.2647 -0.1713  -0.064
18 N 1.7870 -3.4374 1.9185  -0.001
19 C 2.8468 -3.5271 2.6829  -0.077
20 C 3.0079 -4.9041 3.0505  0.063
21 C 1.9199 -5.5590 2.4011  -0.092
22 N 1.1990 -4.7122 1.7321  0.102
23 H 5.1110 -1.1503 -1.3111  0.134
24 H 3.2985 0.8873 -1.4673  0.131
25 H 3.8729 -3.0145 0.2251  0.148
26 H 1.1869 -2.0785 4.2243  0.147
27 H 0.7297 0.3933 5.2454  0.133
28 H 0.3120 1.9528 3.0416  0.131
29 H -0.6785 -4.3989 0.5239  0.131
30 H -2.7510 -3.5668 -1.0390  0.140
31 H -2.2890 -0.8948 -1.3743  0.133
32 H 3.4581 -2.6779 2.9545  0.146
33 H 3.7814 -5.3254 3.6752  0.120
34 H 1.6692 -6.6093 2.4167  0.135
35 O -4.3892 5.3972 -3.3518  0.157
36 N -3.9393 5.1857 -2.2569  -0.329
37 O -4.2039 5.7761 -1.2318  0.122
38 C -2.9192 4.1081 -2.1532  -0.029
39 C -2.2107 3.8393 -3.2663  0.114
40 C -1.1744 2.8508 -3.2451  -0.087
41 C -0.4280 2.4775 -4.3785  0.087
42 C 0.5153 1.4835 -4.2645  0.029
43 C 0.7399 0.8877 -3.0248  -0.061
44 N 0.0714 1.2496 -1.9312  -0.065
45 C -0.8956 2.2066 -2.0430  -0.140
46 C -1.6677 2.4844 -0.8774  -0.132
47 N -1.3616 1.7464 0.2331  -0.068
48 C -2.1280 1.8661 1.3138  -0.063
49 C -3.2040 2.7467 1.3553  0.035
50 C -3.4942 3.5330 0.2655  0.096
51 C -2.7116 3.4130 -0.9054  -0.024
52 H -2.4363 4.3740 -4.1803  0.156
53 H -0.6124 2.9603 -5.3304  0.154
54 H 1.0890 1.1535 -5.1188  0.141
55 H 1.4686 0.0973 -2.9124  0.118
56 H -1.8861 1.2380 2.1593  0.118
57 H -3.8037 2.8048 2.2526  0.142
58 H -4.3183 4.2290 0.2981  0.136

Relative energy (zero: lowest compared OMol25 entry of this formula, charge and spin) (eV): 1.2060
HOMO (spin up / spin down) (eV): -15.859 / -17.526
Net charge: +3
Multiplicity: 2
⟨S²⟩: 1.0936

---

Formula: C24H19BrCuN2O2
Source: the Open Molecules 2025 dataset
Level of theory: the ωB97M-V functional and the def2-TZVPD basis

Last column: Löwdin charge in e.
CARTESIAN COORDINATES (ANGSTROEM)
1 Cu 0.4580 1.1013 0.9834  0.534
2 O -0.5398 4.3882 -1.3555  0.079
3 C -1.6336 3.9252 -1.9961  -0.262
4 C -2.4116 4.7501 -2.8088  -0.022
5 C -3.5169 4.2547 -3.4740  -0.090
6 C -3.8742 2.9266 -3.3316  -0.097
7 C -3.1122 2.1064 -2.5207  -0.043
8 C -1.9922 2.5797 -1.8538  -0.099
9 C -1.2232 1.6296 -0.9517  -0.437
10 O -0.7634 2.1670 0.1688  -0.205
11 N -0.0893 1.0443 -1.7461  0.041
12 N 0.8823 0.5299 -1.0251  -0.062
13 C 1.7575 -0.2995 -1.4875  -0.182
14 C 2.8949 -0.7242 -0.7361  -0.587
15 Br 3.3268 0.3883 0.7875  0.810
16 C 3.7491 -1.7299 -1.0071  -0.109
17 C 3.6453 -2.7896 -1.9904  -0.222
18 C 4.8427 -3.3839 -2.4092  -0.038
19 C 4.8386 -4.4425 -3.2925  -0.079
20 C 3.6370 -4.9393 -3.7735  -0.084
21 C 2.4427 -4.3652 -3.3676  -0.078
22 C 2.4403 -3.3057 -2.4770  -0.037
23 H -0.5122 5.3530 -1.3759  0.116
24 H -2.1408 5.7935 -2.9146  0.112
25 H -4.1163 4.9106 -4.0874  0.103
26 H -4.7468 2.5325 -3.8300  0.099
27 H -3.4000 1.0731 -2.3902  0.111
28 H -1.9000 0.7595 -0.7409  0.147
29 H -0.2607 0.7027 -2.6890  0.156
30 H 1.6916 -0.6497 -2.5171  0.132
31 H 4.6438 -1.7734 -0.4004  0.098
32 H 5.7817 -2.9891 -2.0463  0.114
33 H 5.7734 -4.8926 -3.5951  0.105
34 H 3.6319 -5.7700 -4.4625  0.103
35 H 1.5077 -4.7632 -3.7364  0.105
36 H 1.5019 -2.9027 -2.1222  0.107
37 C -0.1120 0.8607 2.8036  -0.068
38 C -0.6125 0.5861 3.8738  -0.154
39 C -1.2358 0.1577 5.0758  -0.271
40 C -0.6940 -0.8701 5.8482  -0.043
41 C -1.3945 -1.3730 6.9289  -0.094
42 C -2.6369 -0.8540 7.2610  -0.101
43 C -3.1636 0.1945 6.5219  -0.092
44 C -2.4684 0.7026 5.4410  -0.041
45 H 0.2718 -1.2760 5.5844  0.112
46 H -0.9724 -2.1847 7.5065  0.099
47 H -3.1927 -1.2654 8.0926  0.097
48 H -4.1282 0.6117 6.7792  0.100
49 H -2.8747 1.5141 4.8558  0.114

HOMO (spin up / spin down) (eV): -7.859 / -7.811
Net charge: 0
Multiplicity: 2
⟨S²⟩: 0.7539

---

Formula: C24H19F11N4O2
Source: the Open Molecules 2025 dataset
Level of theory: the ωB97M-V functional and the def2-TZVPD basis

Last column: Löwdin charge in e.
CARTESIAN COORDINATES (ANGSTROEM)
1 O 2.4485 -2.5441 0.3602  0.088
2 C 2.3054 -1.4510 -0.1428  -0.296
3 O 2.7034 -1.1975 -1.4345  -0.069
4 C 1.6321 -1.4529 -2.3944  -0.121
5 C 1.3302 -0.1225 -3.1520  -0.055
6 C -0.1451 0.2047 -2.9896  -0.187
7 N -0.9790 -0.7691 -3.2315  0.221
8 C -2.2764 -0.4210 -3.0202  -0.177
9 C -3.2705 -1.3814 -3.2386  -0.014
10 C -4.5515 -1.1250 -3.0166  -0.041
11 C -4.9517 0.1445 -2.5454  0.014
12 C -4.0402 1.0898 -2.3624  -0.069
13 C -4.5110 2.4405 -1.8626  -0.422
14 F -5.8089 2.3878 -1.5204  0.123
15 F -4.3213 3.3704 -2.8247  0.128
16 C -3.7350 2.9515 -0.6178  -0.317
17 F -4.4847 3.7816 0.1164  0.110
18 F -3.2755 1.9360 0.1498  0.085
19 C -2.6828 0.8281 -2.5977  -0.132
20 N -1.7874 1.8249 -2.4003  0.244
21 C -0.5485 1.5052 -2.5952  -0.090
22 C 0.4478 2.6478 -2.3653  -0.375
23 F 1.3276 2.7568 -3.3704  0.153
24 F -0.2574 3.7981 -2.3741  0.130
25 C 1.1627 2.5732 -0.9803  -0.339
26 F 0.5670 1.5961 -0.2526  0.122
27 F 2.4590 2.2858 -1.0639  0.177
28 C 1.0356 3.8644 -0.1214  -0.566
29 F 1.5250 4.9275 -0.7248  0.211
30 F -0.1991 4.0487 0.3086  0.196
31 F 1.7872 3.6515 0.9764  0.165
32 H 1.8825 -0.6268 0.4556  0.132
33 H 0.7795 -1.8021 -1.8159  0.115
34 H 2.0116 -2.2241 -3.0581  0.128
35 H 1.5746 -0.2944 -4.1985  0.131
36 H 1.9730 0.6160 -2.6927  0.097
37 H -3.0007 -2.3652 -3.5982  0.126
38 H -5.2716 -1.9069 -3.2041  0.117
39 H -5.9975 0.3114 -2.3452  0.131
40 H -2.8688 3.5064 -0.9783  0.145
41 C 3.2267 -3.6090 4.1629  -0.105
42 C 4.0693 -3.3155 3.0570  -0.101
43 C 5.3352 -3.7138 3.3943  -0.140
44 N 5.2909 -4.2326 4.6614  -0.006
45 C 4.0081 -4.1758 5.1345  -0.146
46 H 2.1679 -3.4257 4.2334  0.079
47 H 3.7763 -2.8659 2.1242  0.059
48 H 6.2606 -3.6732 2.8454  0.103
49 H 6.0771 -4.5981 5.1647  0.139
50 H 3.7639 -4.5417 6.1174  0.102
51 C 0.0794 -0.8579 3.9905  -0.108
52 C -1.2993 -0.7245 3.6739  -0.106
53 C -1.4038 0.2279 2.6953  -0.134
54 N -0.1429 0.6771 2.4108  0.007
55 C 0.7676 0.0168 3.1933  -0.143
56 H 0.5154 -1.5199 4.7192  0.083
57 H -2.1197 -1.2660 4.1148  0.089
58 H -2.2619 0.6243 2.1795  0.095
59 H 0.0793 1.3820 1.7339  0.103
60 H 1.8218 0.2268 3.1170  0.109

HOMO (eV): -7.964
SMILES: O=COCCc1nc2cccc(C(F)(F)C(F)F)c2nc1C(F)(F)C(F)(F)C(F)(F)F.c1cc[nH]c1.c1cc[nH]c1
Net charge: 0

---

Formula: C24H19F3LaN3O2
Source: the Open Molecules 2025 dataset
Level of theory: the ωB97M-V functional and the def2-TZVPD basis

Last column: Löwdin charge in e.
CARTESIAN COORDINATES (ANGSTROEM)
1 La -0.0033 -0.5390 0.7009  2.238
2 C 4.4836 1.6732 0.5589  0.001
3 O 3.4489 2.7294 0.5826  0.075
4 C 2.2958 2.1139 0.6854  -0.338
5 N 2.2557 0.8415 0.8206  0.008
6 C 3.6963 0.3901 0.8363  -0.205
7 C 3.8630 -0.7499 -0.1330  -0.194
8 C 4.8128 -0.8150 -1.1366  -0.008
9 C 4.8811 -1.9438 -1.9531  -0.032
10 C 4.0186 -3.0115 -1.7669  -0.041
11 C 3.0775 -2.9679 -0.7428  -0.049
12 C 3.0114 -1.8335 0.0474  -0.113
13 C 1.0944 2.9748 0.6343  -0.172
14 C 1.1448 4.3523 0.5716  0.064
15 C -0.0600 5.0428 0.5431  0.034
16 C -1.2512 4.3309 0.5817  0.065
17 C -1.1756 2.9527 0.6435  -0.170
18 N -0.0334 2.2744 0.6623  0.063
19 C -2.3590 2.0692 0.7008  -0.338
20 N -2.2920 0.7978 0.8292  0.008
21 C -3.7214 0.3140 0.8406  -0.204
22 C -4.5375 1.5827 0.5766  0.002
23 O -3.5260 2.6608 0.6079  0.075
24 C -3.8504 -0.8215 -0.1408  -0.194
25 C -4.7780 -0.8967 -1.1627  -0.007
26 C -4.8017 -2.0176 -1.9959  -0.032
27 C -3.9142 -3.0633 -1.8109  -0.041
28 C -2.9914 -3.0084 -0.7687  -0.049
29 C -2.9731 -1.8861 0.0408  -0.116
30 H 5.2067 1.9237 1.3257  0.147
31 H 4.9374 1.7259 -0.4239  0.126
32 H 3.9216 0.0364 1.8416  0.163
33 H 5.5208 -0.0130 -1.3026  0.114
34 H 5.6268 -1.9869 -2.7367  0.122
35 H 4.0876 -3.8846 -2.4027  0.121
36 H 2.4190 -3.8053 -0.5566  0.111
37 H 2.3727 -1.8368 0.9264  0.053
38 H 2.0991 4.8601 0.5475  0.142
39 H -0.0706 6.1241 0.4928  0.138
40 H -2.2146 4.8216 0.5658  0.142
41 H -3.9417 -0.0544 1.8418  0.162
42 H -5.2630 1.8087 1.3485  0.146
43 H -4.9964 1.6378 -0.4038  0.126
44 H -5.5018 -0.1096 -1.3340  0.114
45 H -5.5320 -2.0700 -2.7931  0.122
46 H -3.9476 -3.9292 -2.4594  0.121
47 H -2.3135 -3.8303 -0.5829  0.110
48 H -2.3535 -1.8881 0.9339  0.055
49 F -1.0460 -3.5799 1.8897  0.070
50 C 0.0145 -2.8913 1.4578  -0.680
51 F 1.0973 -3.5035 1.9496  0.067
52 F 0.0616 -3.1014 0.0216  -0.119

Relative energy (zero: lowest compared OMol25 entry of this formula, charge and spin) (eV): 0.0198
HOMO (eV): -14.867
Net charge: +2